{"formula": "C39H94N11O29", "method": "wB97M-V/def2-TZVPD", "species": ["C", "C", "O", "N", "H", "H", "C", "H", "H", "H", "H", "H", "H", "C", "C", "O", "N", "H", "H", "C", "H", "H", "H", "H", "H", "H", "C", "C", "O", "N", "H", "H", "C", "H", "H", "H", "H", "H", "H", "C", "C", "O", "N", "H", "H", "C", "H", "H", "H", "H", "H", "H", "C", "C", "O", "N", "H", "H", "C", "H", "H", "H", "H", "H", "H", "C", "C", "O", "N", "H", "H", "C", "H", "H", "H", "H", "H", "H", "C", "C", "O", "N", "H", "H", "C", "H", "H", "H", "H", "H", "H", "C", "C", "O", "N", "H", "H", "C", "H", "H", "H", "H", "H", "H", "C", "C", "O", "N", "H", "H", "C", "H", "H", "H", "H", "H", "H", "C", "C", "O", "N", "H", "H", "C", "H", "H", "H", "H", "H", "H", "C", "C", "O", "N", "H", "H", "C", "H", "H", "H", "H", "H", "H", "O", "C", "O", "O", "H", "O", "C", "O", "O", "H", "O", "C", "O", "O", "H", "O", "C", "O", "O", "H", "O", "C", "O", "O", "H", "O", "C", "O", "O", "H"], "coordinates": [[4.766, 0.258, 2.444], [6.234, 0.337, 2.082], [7.014, 0.866, 2.791], [6.756, -0.364, 0.836], [7.149, -1.244, 1.160], [5.926, -0.545, 0.259], [7.738, 0.534, 0.099], [4.506, 1.096, 3.089], [4.452, -0.628, 2.999], [4.104, 0.347, 1.580], [8.410, -0.059, -0.516], [8.352, 1.114, 0.784], [7.196, 1.231, -0.538], [-5.882, -1.242, 1.154], [-5.529, 0.172, 0.705], [-4.973, 0.363, -0.323], [-6.006, 1.302, 1.585], [-6.526, 0.942, 2.388], [-5.213, 1.752, 2.101], [-6.835, 2.327, 0.816], [-6.975, -1.295, 1.176], [-5.548, -1.508, 2.156], [-5.549, -1.984, 0.434], [-7.783, 1.884, 0.518], [-6.230, 2.665, -0.017], [-7.029, 3.058, 1.598], [0.528, -1.128, -0.221], [0.340, 0.066, 0.661], [0.641, 0.158, 1.812], [-0.337, 1.207, 0.028], [-0.043, 2.097, 0.449], [-0.111, 1.281, -0.978], [-1.861, 1.198, 0.170], [-0.429, -1.639, -0.366], [1.172, -1.874, 0.246], [0.980, -1.021, -1.206], [-2.239, 1.909, -0.559], [-1.923, 1.575, 1.187], [-2.257, 0.197, 0.027], [-3.337, -2.714, 3.845], [-2.849, -3.068, 2.445], [-2.478, -2.297, 1.620], [-2.927, -4.564, 2.134], [-2.012, -4.858, 1.742], [-3.112, -5.107, 2.975], [-4.034, -4.902, 1.128], [-4.045, -1.888, 3.838], [-2.402, -2.482, 4.351], [-3.900, -3.518, 4.320], [-3.860, -4.437, 0.168], [-4.983, -4.695, 1.621], [-4.058, -5.990, 1.053], [-3.246, -2.332, -2.137], [-2.483, -2.883, -3.304], [-2.330, -2.227, -4.278], [-1.913, -4.303, -3.161], [-1.412, -4.341, -2.244], [-2.724, -4.920, -3.081], [-1.079, -4.701, -4.334], [-3.571, -1.335, -2.420], [-2.549, -2.357, -1.295], [-4.110, -2.953, -1.889], [-0.826, -5.756, -4.251], [-0.150, -4.138, -4.268], [-1.571, -4.489, -5.278], [0.781, -3.169, 3.060], [0.451, -3.610, 4.445], [-0.538, -4.076, 4.878], [1.648, -3.510, 5.422], [2.516, -3.452, 4.890], [1.592, -2.695, 6.034], [1.845, -4.799, 6.219], [1.200, -2.165, 3.192], [-0.060, -3.141, 2.373], [1.578, -3.759, 2.603], [1.771, -5.653, 5.548], [0.991, -4.919, 6.882], [2.802, -4.681, 6.717], [0.267, 2.132, 4.029], [-0.464, 3.283, 4.710], [-0.449, 4.385, 4.313], [-1.020, 2.979, 6.111], [-1.765, 3.676, 6.223], [-1.401, 2.037, 6.149], [0.048, 3.179, 7.158], [-0.402, 1.294, 3.821], [0.998, 1.705, 4.718], [0.581, 2.569, 3.082], [0.718, 2.332, 7.032], [-0.452, 3.202, 8.123], [0.596, 4.112, 7.050], [4.563, -3.445, -2.136], [5.935, -3.615, -2.723], [6.572, -2.691, -3.119], [6.457, -4.979, -3.015], [5.761, -5.718, -2.872], [6.557, -5.104, -4.031], [7.783, -5.282, -2.275], [4.361, -2.412, -1.854], [4.546, -4.071, -1.238], [3.843, -3.812, -2.871], [7.538, -5.150, -1.225], [8.590, -4.686, -2.686], [7.915, -6.345, -2.467], [2.013, 4.648, -3.546], [1.597, 4.376, -2.117], [0.941, 3.471, -1.739], [2.093, 5.382, -1.103], [2.292, 6.335, -1.412], [1.396, 5.589, -0.337], [3.363, 4.849, -0.443], [3.006, 5.083, -3.641], [1.284, 5.262, -4.074], [2.014, 3.633, -3.944], [3.211, 3.945, 0.135], [3.806, 5.675, 0.104], [3.988, 4.586, -1.295], [3.495, -1.708, -5.389], [2.256, -1.482, -4.566], [1.987, -2.167, -3.627], [1.334, -0.402, -4.976], [0.622, -0.158, -4.260], [1.811, 0.492, -5.107], [0.476, -0.817, -6.200], [4.346, -1.440, -4.763], [3.488, -1.113, -6.304], [3.546, -2.729, -5.766], [1.156, -0.754, -7.046], [-0.252, -0.008, -6.237], [0.063, -1.800, -6.007], [-5.027, 4.162, -3.643], [-4.029, 5.252, -3.373], [-4.084, 6.343, -3.819], [-2.984, 4.904, -2.348], [-3.531, 4.940, -1.471], [-2.579, 3.971, -2.484], [-1.835, 5.918, -2.282], [-5.244, 3.566, -2.756], [-4.535, 3.517, -4.381], [-5.981, 4.392, -4.110], [-1.271, 5.502, -1.448], [-2.248, 6.881, -2.001], [-1.394, 5.834, -3.270], [3.164, 0.895, -2.508], [4.092, 1.053, -1.495], [4.742, 2.122, -1.406], [4.362, 0.089, -0.745], [3.082, 1.825, -2.773], [-4.884, 4.568, 2.055], [-4.292, 4.490, 0.839], [-3.734, 3.367, 0.604], [-4.474, 5.361, -0.037], [-4.499, 3.730, 2.386], [-2.743, 0.705, 3.654], [-3.581, 1.601, 4.250], [-4.363, 2.314, 3.569], [-3.592, 1.591, 5.509], [-2.656, 0.375, 4.598], [0.524, -5.744, -0.821], [-0.410, -5.191, -0.005], [-1.179, -4.327, -0.505], [-0.466, -5.600, 1.177], [0.881, -6.418, -0.213], [-1.584, 1.100, -4.844], [-1.269, 1.426, -3.552], [-0.353, 0.785, -2.982], [-2.025, 2.314, -3.078], [-2.445, 1.548, -4.896], [-1.258, 5.095, 2.199], [-0.146, 4.963, 1.441], [0.246, 3.794, 1.125], [0.371, 6.000, 0.964], [-1.387, 4.140, 2.349]], "de_lowest_kcal_mol": 0.0, "fmax_ev_per_a": 4.7, "total_charge": 5, "e_homo_ha": -0.586, "e_lumo_ev": -10.433}


{"formula": "C39H95N5O11", "method": "wB97M-V/def2-TZVPD", "species": ["C", "C", "C", "C", "C", "C", "C", "C", "C", "N", "O", "H", "H", "H", "H", "H", "H", "H", "H", "H", "H", "H", "H", "H", "H", "H", "H", "H", "H", "H", "C", "C", "C", "C", "C", "C", "C", "C", "C", "N", "O", "H", "H", "H", "H", "H", "H", "H", "H", "H", "H", "H", "H", "H", "H", "H", "H", "H", "H", "H", "C", "O", "C", "C", "N", "C", "C", "O", "C", "H", "H", "H", "H", "H", "H", "H", "H", "H", "H", "H", "H", "H", "H", "H", "C", "O", "C", "C", "N", "C", "C", "O", "C", "H", "H", "H", "H", "H", "H", "H", "H", "H", "H", "H", "H", "H", "H", "H", "C", "O", "C", "C", "N", "C", "C", "O", "C", "H", "H", "H", "H", "H", "H", "H", "H", "H", "H", "H", "H", "H", "H", "H", "C", "O", "H", "H", "H", "H", "C", "O", "H", "H", "H", "H", "C", "O", "H", "H", "H", "H"], "coordinates": [[-12.587, 37.307, -6.649], [-11.638, 36.371, -7.455], [-11.795, 34.966, -6.879], [-12.211, 36.383, -8.877], [-11.303, 36.016, -10.076], [-9.950, 36.700, -9.903], [-9.310, 36.517, -8.500], [-8.855, 35.056, -8.403], [-8.098, 37.464, -8.450], [-10.260, 36.872, -7.431], [-9.728, 36.965, -6.119], [-12.213, 37.222, -5.624], [-12.461, 38.303, -7.068], [-13.629, 37.007, -6.570], [-11.664, 35.025, -5.795], [-12.814, 34.617, -7.057], [-11.184, 34.171, -7.300], [-13.020, 35.640, -8.880], [-12.891, 37.195, -9.156], [-11.165, 34.936, -10.174], [-11.832, 36.343, -10.972], [-10.117, 37.753, -10.129], [-9.177, 36.253, -10.534], [-8.103, 34.888, -9.176], [-9.694, 34.393, -8.600], [-8.426, 34.808, -7.431], [-7.335, 37.048, -9.108], [-7.711, 37.476, -7.429], [-8.360, 38.483, -8.730], [-9.651, 37.923, -6.045], [-10.804, 38.767, -13.055], [-10.134, 38.055, -14.234], [-8.655, 38.472, -14.303], [-10.039, 36.547, -13.982], [-11.356, 35.794, -14.161], [-11.752, 35.954, -15.628], [-11.767, 37.425, -16.104], [-11.672, 37.520, -17.649], [-13.191, 37.928, -15.734], [-10.676, 38.247, -15.573], [-10.812, 39.618, -15.916], [-11.895, 38.769, -13.037], [-10.547, 38.240, -12.135], [-10.416, 39.780, -12.953], [-8.073, 38.119, -15.153], [-8.492, 39.553, -14.277], [-8.158, 38.071, -13.411], [-9.294, 36.074, -14.630], [-9.583, 36.365, -13.004], [-11.260, 34.749, -13.857], [-12.199, 36.120, -13.542], [-12.766, 35.537, -15.718], [-11.340, 35.176, -16.282], [-12.628, 37.268, -18.111], [-10.825, 36.908, -17.958], [-11.513, 38.537, -18.009], [-13.292, 37.908, -14.643], [-13.974, 37.270, -16.103], [-13.426, 38.950, -16.043], [-11.770, 39.757, -15.864], [-4.746, 36.728, -13.035], [-5.565, 35.680, -12.612], [-5.307, 35.313, -11.240], [-5.972, 33.967, -10.927], [-5.810, 33.757, -9.486], [-6.488, 32.555, -8.986], [-5.659, 31.277, -9.098], [-4.619, 31.163, -8.157], [-3.444, 31.922, -8.417], [-4.795, 36.732, -14.131], [-3.684, 36.536, -12.835], [-5.069, 37.722, -12.706], [-5.755, 36.092, -10.626], [-4.237, 35.105, -11.217], [-5.725, 33.098, -11.533], [-7.052, 34.066, -11.117], [-6.190, 34.503, -8.923], [-7.429, 32.477, -9.542], [-6.577, 32.682, -7.903], [-5.368, 31.153, -10.154], [-6.204, 30.340, -8.944], [-2.928, 31.673, -9.341], [-2.790, 31.728, -7.562], [-3.656, 32.983, -8.275], [-9.455, 29.159, -11.007], [-8.994, 27.946, -10.479], [-9.158, 27.886, -9.074], [-9.964, 26.697, -8.630], [-11.363, 26.798, -9.177], [-12.228, 25.813, -8.529], [-11.996, 24.351, -9.029], [-12.320, 24.376, -10.396], [-12.040, 23.143, -11.036], [-10.258, 29.723, -10.527], [-9.893, 29.079, -12.013], [-8.631, 29.843, -11.249], [-9.574, 28.741, -8.524], [-8.160, 27.933, -8.617], [-10.098, 26.632, -7.553], [-9.577, 25.768, -9.058], [-11.332, 26.520, -10.154], [-13.268, 26.049, -8.760], [-12.086, 25.835, -7.448], [-12.611, 23.579, -8.553], [-10.969, 24.166, -8.687], [-12.142, 23.241, -12.114], [-12.711, 22.368, -10.656], [-11.004, 22.835, -10.867], [-5.717, 34.875, -19.449], [-5.720, 35.043, -18.057], [-5.591, 33.880, -17.270], [-5.643, 34.197, -15.764], [-6.955, 34.153, -15.175], [-7.646, 32.878, -15.155], [-8.914, 33.103, -14.328], [-8.484, 33.156, -12.982], [-9.395, 32.804, -11.985], [-6.004, 35.786, -19.954], [-6.231, 33.987, -19.841], [-4.686, 34.615, -19.736], [-4.653, 33.389, -17.557], [-6.417, 33.211, -17.546], [-5.265, 35.222, -15.771], [-4.957, 33.534, -15.225], [-7.098, 34.753, -14.381], [-7.074, 32.060, -14.703], [-7.924, 32.581, -16.169], [-9.597, 32.245, -14.422], [-9.536, 33.965, -14.593], [-10.148, 33.560, -11.749], [-8.845, 32.545, -11.081], [-9.930, 31.857, -12.142], [-9.579, 34.707, -18.235], [-10.144, 33.412, -18.268], [-10.366, 35.454, -18.077], [-8.870, 34.799, -17.410], [-9.006, 34.923, -19.142], [-10.574, 33.262, -19.112], [-4.194, 37.221, -21.480], [-3.867, 37.708, -20.177], [-4.010, 37.925, -22.297], [-3.632, 36.323, -21.716], [-5.275, 37.080, -21.431], [-4.457, 38.457, -20.027], [-6.988, 38.369, -18.666], [-6.796, 39.579, -19.443], [-7.182, 38.744, -17.662], [-7.772, 37.884, -19.238], [-6.078, 37.772, -18.589], [-6.495, 40.324, -18.922]], "de_lowest_kcal_mol": 0.0, "fmax_ev_per_a": 2.6, "smiles": "CC1(C)CCCC(C)(C)N1O.CC1(C)CCCC(C)(C)N1O.COCCNCCOC.COCCNCCOC.COCCNCCOC.CO.CO.CO", "e_homo_ha": -0.301, "e_lumo_ev": 0.534}